Entry 1:
{"formula": "C33H32ClNO5P2Rh", "method": "ωB97M-V with the def2-TZVPD basis set", "homo_ev": -3.805, "fmax_ev_per_a": 0.2, "energy_ha": -2960.93762, "de_lowest_kcal_mol": 24.3, "total_charge": -1, "gap_ev": 6.6, "elements": ["C", "O", "H", "C", "C", "C", "C", "C", "C", "C", "C", "H", "H", "H", "H", "H", "H", "C", "C", "C", "H", "C", "C", "C", "C", "C", "O", "Rh", "C", "P", "C", "H", "H", "H", "C", "H", "H", "C", "Cl", "O", "O", "H", "H", "H", "H", "C", "O", "H", "H", "C", "H", "H", "H", "H", "C", "C", "C", "C", "C", "C", "H", "H", "C", "H", "H", "C", "C", "H", "H", "H", "P", "H", "H", "C", "N"], "coordinates": [[-4.026, 0.672, -1.999], [-0.327, 2.910, -1.458], [4.998, 2.819, 2.010], [-1.184, 1.327, -5.250], [4.336, 2.574, 4.036], [-2.433, -2.641, 1.388], [-1.833, -2.267, 2.620], [-0.462, -0.956, -5.361], [-5.335, 1.965, -0.448], [-0.717, 0.252, -5.993], [-5.217, 1.296, -1.661], [3.868, 0.059, 0.107], [3.397, 2.233, 5.940], [5.255, 2.953, 4.469], [-2.209, 1.431, 0.739], [-3.940, 0.154, -2.947], [1.303, 1.393, 4.959], [-0.944, 3.313, 2.173], [4.194, 2.496, 2.659], [-3.064, 1.391, 0.077], [-1.746, 2.044, -3.313], [0.200, -0.636, 3.106], [-0.796, 2.101, 2.852], [-4.258, 2.009, 0.424], [3.446, -0.568, -0.684], [-2.936, 0.720, -1.132], [1.728, 3.404, -2.519], [0.518, -0.043, -0.025], [-1.863, 4.257, 2.602], [0.447, 0.934, 2.150], [-1.693, -2.037, 0.387], [1.876, -4.322, 0.489], [4.168, -1.348, -0.938], [-1.961, 5.190, 2.061], [1.971, 1.601, 2.925], [-4.334, 2.531, 1.371], [1.197, -1.089, 3.160], [-2.669, 3.998, 3.704], [1.104, 2.889, -1.341], [1.512, 3.631, -0.178], [1.573, 1.488, -1.192], [-1.366, 2.281, -5.728], [-0.446, -2.030, -3.517], [-0.084, -1.798, -5.927], [-0.145, -0.490, 4.129], [3.017, 2.008, 2.105], [2.448, -2.428, 0.119], [-3.319, -3.243, 1.251], [-1.546, 0.909, 4.482], [-1.168, -0.022, -3.244], [1.078, -3.112, 1.534], [2.896, 1.958, 1.032], [-0.540, 0.359, -7.057], [-3.398, 4.729, 4.031], [-2.545, 2.790, 4.374], [-0.679, -1.088, -3.996], [2.118, 1.690, 4.308], [3.294, 2.169, 4.863], [-1.867, -1.889, -1.094], [-1.406, 1.192, -3.888], [-3.180, 2.572, 5.224], [-6.057, 1.260, -2.345], [1.422, -3.333, 0.526], [-0.341, 3.509, 1.295], [-2.893, -2.077, -1.414], [2.153, -1.165, -0.183], [-0.758, -1.455, 2.302], [3.264, 0.082, -1.536], [-2.163, -2.531, 3.613], [0.578, -3.272, -0.156], [-1.338, -0.137, -1.426], [-1.199, -2.558, -1.645], [-6.267, 2.453, -0.187], [-1.612, 1.851, 3.953], [-0.666, -1.346, 0.951]]}

Entry 2:
{"formula": "C19H44Cl20N5O3P2S", "method": "ωB97M-V with the def2-TZVPD basis set", "homo_ev": -4.295, "fmax_ev_per_a": 3.6, "energy_ha": -11534.53094, "total_charge": -1, "gap_ev": 6.1, "elements": ["Cl", "Cl", "Cl", "N", "H", "H", "C", "Cl", "Cl", "P", "H", "H", "P", "H", "H", "H", "H", "Cl", "Cl", "H", "H", "H", "Cl", "H", "H", "C", "C", "C", "Cl", "C", "Cl", "Cl", "H", "C", "H", "H", "H", "C", "H", "C", "C", "H", "C", "H", "H", "C", "Cl", "O", "H", "H", "H", "H", "H", "C", "H", "H", "H", "H", "H", "C", "H", "H", "H", "H", "H", "H", "C", "H", "C", "Cl", "Cl", "N", "N", "H", "Cl", "Cl", "S", "C", "H", "O", "Cl", "O", "N", "H", "C", "Cl", "C", "N", "H", "H", "Cl", "H", "Cl", "C"], "coordinates": [[-3.615, 0.098, 5.330], [0.675, 0.050, -6.108], [2.036, -3.302, 6.808], [-0.043, 0.179, -3.128], [5.617, 2.946, -7.040], [1.706, 1.029, -1.500], [4.395, -0.983, 1.355], [2.976, 2.726, -3.660], [5.004, 5.207, -6.868], [-1.970, 0.275, 1.478], [0.867, 1.494, 3.097], [4.499, -3.515, 3.972], [-0.084, 0.893, 0.290], [5.243, -1.517, 1.779], [-1.631, -4.209, 5.103], [-3.987, 0.849, 0.913], [-8.963, -0.957, 7.340], [-1.052, 1.190, -8.866], [-5.206, 0.788, -1.793], [1.188, 2.228, -6.839], [3.999, -2.008, 6.788], [3.753, -1.637, 0.774], [-2.955, -3.672, 6.976], [-2.535, 0.979, 3.440], [5.713, 0.016, -0.038], [5.874, 3.846, -7.586], [0.968, 0.434, 2.895], [-1.644, 2.898, -0.560], [-6.187, 1.471, 5.590], [1.523, 1.562, -0.571], [2.423, -3.611, 2.896], [5.872, 2.569, -3.993], [0.890, -1.076, -0.809], [4.496, 3.602, -3.558], [-0.666, 0.976, -3.236], [4.089, 1.178, -1.306], [-7.859, -0.750, 5.961], [4.801, 0.234, 0.510], [-0.112, -0.327, -4.011], [-4.531, 1.325, 6.202], [3.687, 0.631, -0.447], [-4.034, 2.281, 6.088], [-6.396, -0.377, -2.359], [-0.415, -2.712, -1.929], [6.938, 4.039, -7.515], [3.785, -4.305, 3.766], [4.597, -5.573, 2.830], [-2.195, 1.412, 2.639], [-6.375, -1.239, -1.702], [4.974, 1.079, 1.177], [-2.159, -0.394, -7.525], [2.576, -1.058, 7.268], [-0.687, -1.447, -0.174], [2.955, -1.803, 6.577], [1.468, 1.010, -8.101], [-7.377, 0.085, -2.340], [3.257, -0.306, -0.823], [1.376, -0.962, 1.391], [-0.653, -3.958, 6.567], [-8.422, -1.464, 6.549], [-2.619, -1.102, -1.508], [1.132, -0.212, 3.757], [-4.573, 1.047, 7.249], [3.768, -0.613, 2.161], [-2.461, 0.365, -2.296], [-2.810, 1.245, -7.303], [-0.129, -0.699, -0.748], [-0.041, 2.062, 1.147], [-1.488, -3.590, 5.982], [-9.589, -2.278, 5.498], [5.448, 3.623, -9.287], [-2.150, -0.592, -2.242], [-0.408, -2.089, -2.734], [3.424, -4.736, 4.693], [2.813, -1.172, 4.932], [3.302, 1.217, -6.652], [-2.684, 3.996, -0.061], [-2.459, 0.519, -8.027], [-2.015, -1.826, 1.726], [-1.749, -1.127, 2.341], [-3.773, 0.151, -9.150], [2.724, 1.400, 0.220], [-1.129, 1.892, -0.934], [1.382, 2.632, -0.729], [0.905, -0.021, 1.671], [-7.290, -2.608, 7.280], [-0.717, -0.705, -2.171], [-3.260, 0.222, 0.590], [4.464, 4.438, -4.246], [4.634, 3.955, -2.542], [-1.138, -1.947, 5.462], [0.579, -2.056, -2.993], [-6.064, -0.921, -4.014], [1.581, 1.241, -7.052]]}

Entry 3:
{"formula": "C9H27FNa3O12P3", "method": "ωB97M-V with the def2-TZVPD basis set", "homo_ev": [-16.776, -16.776], "s2": 0.76, "fmax_ev_per_a": 6.2, "energy_ha": -2872.12312, "de_lowest_kcal_mol": 0.0, "total_charge": 3, "gap_ev": [7.8, 2.6], "multiplicity": 2, "elements": ["O", "H", "O", "C", "C", "H", "H", "Na", "H", "H", "F", "O", "H", "C", "H", "H", "H", "H", "C", "H", "O", "Na", "H", "H", "H", "P", "P", "H", "O", "H", "H", "H", "O", "H", "O", "O", "H", "H", "Na", "O", "C", "C", "O", "H", "H", "H", "C", "H", "H", "O", "C", "C", "P", "O", "H"], "coordinates": [[-2.147, -0.422, 0.635], [-1.284, 1.919, -1.211], [-1.644, 3.921, -3.933], [-0.357, 1.676, -1.732], [-4.448, 1.572, -1.091], [4.049, -2.868, 0.376], [1.666, 5.906, -5.145], [-0.527, -1.522, -0.874], [6.489, -2.369, 2.949], [-6.114, 1.726, 1.865], [0.667, -0.555, 0.968], [4.771, -3.619, 3.439], [-0.411, 0.816, -2.400], [-5.750, 0.699, 1.886], [3.262, -0.994, 6.491], [-4.095, 2.234, -0.300], [-3.680, 1.729, -1.848], [1.123, 0.272, -5.163], [3.310, -0.724, 5.436], [-5.413, 1.809, -1.537], [-4.320, -1.810, 0.994], [-0.671, 1.389, 1.779], [0.272, 1.357, -0.901], [3.613, 0.318, 5.546], [6.566, -3.678, 4.159], [-0.241, 3.301, -3.880], [3.615, -2.557, 3.571], [-4.901, -3.557, 0.196], [0.085, 2.836, -2.386], [2.575, -1.975, 0.366], [1.611, 4.413, -6.113], [-3.386, -2.919, -0.480], [-4.391, 0.151, -0.740], [2.340, -0.717, 4.938], [4.209, -1.452, 4.660], [1.105, 4.101, -4.205], [-6.181, 0.059, 1.117], [6.656, -4.045, 2.461], [0.072, -2.231, 2.680], [-4.330, 0.633, 1.835], [1.088, 1.348, -4.994], [3.191, -2.614, 0.999], [-0.206, 1.920, -4.763], [0.181, 5.180, -5.745], [2.511, -3.420, 1.274], [-3.428, -3.658, 1.114], [-3.982, -3.019, 0.427], [-6.176, 0.127, 2.710], [1.561, 1.831, -5.850], [3.751, -1.872, 2.091], [6.176, -3.386, 3.184], [1.147, 4.959, -5.292], [-3.641, -0.371, 0.652], [2.289, -3.129, 3.931], [1.773, 1.283, -4.149]]}

Entry 4:
{"formula": "C2H7N4O", "method": "ωB97M-V with the def2-TZVPD basis set", "homo_ev": [-13.017, -13.017], "fmax_ev_per_a": 3.9, "energy_ha": -374.22482, "de_lowest_kcal_mol": 141.1, "total_charge": 1, "gap_ev": [8.6, 8.6], "elements": ["H", "H", "N", "C", "H", "H", "H", "N", "N", "H", "O", "N", "C", "H"], "coordinates": [[2.515, 2.014, 0.075], [-1.414, -0.444, -1.550], [-1.900, -0.320, 0.554], [1.186, -1.189, -0.026], [-2.576, -1.086, 0.586], [-1.041, -0.376, 1.141], [-2.428, 0.483, 0.617], [2.097, 1.156, 0.293], [0.950, 1.179, -0.208], [0.369, 1.925, -0.513], [2.378, -1.128, 0.179], [-1.101, -0.056, -0.655], [0.282, -0.027, -0.129], [0.683, -2.132, -0.365]]}

Entry 5:
{"formula": "C5H8S", "method": "ωB97M-V with the def2-TZVPD basis set", "homo_ev": -8.308, "fmax_ev_per_a": 3.9, "energy_ha": -593.45246, "de_lowest_kcal_mol": 22.4, "total_charge": 0, "gap_ev": 9.3, "elements": ["H", "C", "H", "C", "H", "S", "H", "H", "H", "C", "H", "H", "C", "C"], "coordinates": [[-0.323, -0.678, -1.945], [0.358, 1.095, -0.469], [0.671, 1.239, -1.525], [0.397, -0.490, 1.424], [1.714, -0.713, -0.322], [-1.272, 0.290, 1.441], [0.975, 0.130, 2.108], [0.418, -1.528, 1.880], [0.648, 1.900, 0.133], [-0.484, -0.776, -0.872], [-0.799, -1.753, -0.600], [-1.927, 1.070, -0.846], [-1.070, 0.550, -0.339], [0.693, -0.336, -0.067]]}

Entry 6:
{"formula": "C5H11NP", "method": "ωB97M-V with the def2-TZVPD basis set", "homo_ev": [-14.050, -16.872], "s2": 2.01, "fmax_ev_per_a": 3.9, "energy_ha": -592.74593, "de_lowest_kcal_mol": 28.1, "total_charge": 1, "gap_ev": [11.3, 7.9], "multiplicity": 3, "elements": ["H", "N", "C", "H", "H", "C", "H", "H", "H", "C", "H", "H", "C", "H", "P", "H", "C", "H"], "coordinates": [[1.220, -0.291, 2.300], [4.086, -0.172, -0.160], [-1.664, -0.052, 0.429], [1.079, 1.446, 1.882], [-2.096, -0.548, 1.326], [3.051, -0.017, 0.334], [1.478, -1.286, -1.097], [-0.113, 2.226, -0.709], [-2.007, 1.003, 0.301], [0.425, 1.418, -1.018], [0.884, -2.275, 0.196], [-2.142, -0.548, -0.493], [0.638, -1.546, -0.500], [1.528, 1.662, -0.989], [0.153, -0.003, 0.128], [0.160, 1.233, -2.037], [0.799, 0.443, 1.661], [-0.089, -2.045, -1.099]]}

Which formula does entry 4 have? C2H7N4O